The following is a quantum chemistry calculation of 6 unconnected molecules or ions with the total composition C6H24O9 at a distorted geometry, from OMol25.

The geometry in XYZ format:
```
39
Properties=species:S:1:pos:R:3:forces:R:3
O -2.196 0.058 -0.902 -0.2 1.3 -2.2
O -4.553 0.533 2.164 0.0 0.1 0.1
O -1.281 0.404 -4.536 -0.1 -0.3 -0.2
O -2.160 3.091 -0.804 -0.7 -0.6 0.0
O 1.551 -3.269 3.266 2.0 2.6 -1.1
O 0.347 -0.930 -1.151 1.3 -0.4 0.3
O 0.028 1.808 -2.446 -0.2 -1.9 -0.3
O 3.007 -2.005 -1.966 0.5 -0.1 0.3
O 3.266 -1.379 5.000 0.2 -2.2 -1.3
C -0.773 2.900 -2.849 1.2 1.6 1.4
C 3.584 -2.083 3.813 1.5 0.0 3.1
C -0.379 -1.194 0.037 -0.2 1.3 -1.4
C -1.373 -0.056 0.192 -1.1 -1.8 2.4
C -1.126 3.623 -1.571 -0.5 1.2 0.2
C 2.397 -2.199 2.845 -1.3 -0.3 -1.9
H 4.431 -1.613 3.313 -0.3 0.6 -0.8
H -2.409 -0.808 -1.256 -0.2 -0.1 0.0
H 0.883 2.135 -2.156 0.0 0.0 -0.1
H 0.275 -1.182 0.909 0.2 -0.4 0.0
H 2.060 -1.167 2.743 -1.3 -0.1 0.8
H -0.128 -0.311 -1.710 -0.1 0.4 -0.2
H -1.628 2.618 -3.464 0.3 -0.1 0.1
H -2.106 -0.349 0.944 0.5 -0.2 1.2
H -2.094 2.137 -0.890 -0.3 -0.3 0.0
H 1.105 -2.896 4.030 -0.8 -0.3 0.7
H 2.227 -1.631 -1.557 -0.5 0.2 0.0
H -4.625 -0.354 2.516 -0.1 -0.2 0.1
H 3.930 -3.094 4.025 -0.2 0.1 0.7
H -0.257 3.648 -0.914 0.6 0.2 -0.3
H -3.830 0.485 1.538 0.1 0.1 -0.2
H 2.821 -2.298 1.846 0.0 -1.3 0.0
H -0.858 -2.152 -0.164 -0.3 -0.2 0.8
H -2.221 0.506 -4.687 -0.3 -0.1 -0.2
H -0.954 0.882 0.555 0.2 0.1 -0.8
H 2.692 -2.372 -2.792 0.0 -0.1 -0.2
H -1.396 4.659 -1.772 0.0 0.1 -0.1
H -0.081 3.592 -3.329 -0.5 0.1 -0.9
H -1.140 0.748 -3.654 0.3 -0.1 0.2
H 2.963 -0.483 4.834 0.1 0.7 -0.3
```
Forces are in eV/Å.

charge	+1
LUMO (spin up / spin down)	-3.831 / -10.382	eV
HOMO level (spin up / spin down)	-0.4508 / -0.4508	Eh
multiplicity	2
Kohn-Sham gap (spin up / spin down)	8.437 / 1.885	eV

=====

The following is a quantum chemistry calculation of 7 unconnected molecules or ions with the total composition C6H25NO7 at a distorted geometry, from OMol25.

The geometry in XYZ format:
```
39
Properties=species:S:1:pos:R:3:forces:R:3
O 0.456 2.233 1.223 -1.8 -0.1 -0.2
O 0.046 1.760 -2.304 -1.0 -0.9 -0.1
O 0.541 -0.743 -3.476 -0.5 0.8 -0.6
O 2.563 1.663 -1.646 1.1 -0.5 0.5
O 2.068 -2.646 -2.197 0.3 0.0 -0.4
O 3.286 -0.550 0.388 1.7 -0.7 1.1
O 2.109 4.438 0.397 0.5 -2.6 1.2
N -0.642 0.454 2.459 -1.1 -0.3 -1.0
C -1.550 -0.239 1.462 1.9 -1.1 1.6
C -0.512 1.889 2.263 1.4 -1.5 -0.3
C -3.247 -1.949 1.144 -2.3 1.0 0.0
C -0.660 -0.947 0.424 1.4 -1.2 0.8
C -2.355 -1.368 2.216 0.8 -0.8 -1.4
C -2.987 -2.971 0.337 2.3 -0.8 0.1
H -1.695 -2.227 2.486 0.0 1.0 0.2
H -0.045 2.195 0.369 0.9 0.1 0.8
H 2.329 -2.582 -3.121 -0.4 -0.1 -0.5
H -3.481 -3.292 -0.572 -0.7 0.3 0.3
H 0.028 0.798 -2.526 0.1 0.4 0.0
H -4.182 -1.324 0.981 1.0 -1.0 0.0
H -2.229 0.443 0.979 -0.3 0.5 0.0
H 0.245 -0.031 2.322 0.1 0.6 0.5
H 2.948 -2.645 -1.819 0.2 0.1 0.9
H 2.287 3.465 0.704 -0.5 2.5 -1.1
H -1.499 2.238 2.041 -0.5 0.6 -0.2
H 3.352 0.301 -0.034 -0.8 0.4 -0.7
H -0.224 -1.869 0.962 -0.5 1.2 -0.8
H 2.899 2.529 -1.891 -0.3 0.0 0.0
H 1.069 -1.152 -2.788 0.1 -0.6 0.3
H -1.241 -1.353 -0.391 0.2 0.2 -0.4
H 0.262 -0.405 0.086 -1.2 0.1 0.1
H 2.477 -1.013 0.260 -1.0 0.2 -0.5
H 1.611 1.653 -1.794 0.0 0.7 -0.2
H -0.495 2.123 -3.013 0.2 0.3 0.1
H -2.835 -1.007 3.124 -0.2 0.1 -0.3
H -1.990 -3.520 0.429 -1.4 0.7 0.3
H 1.561 4.710 1.146 0.0 0.2 -0.3
H -0.164 2.311 3.197 0.3 0.3 0.0
H -0.104 -1.369 -3.825 0.2 -0.1 0.4
```
Forces are in eV/Å.

charge	0
LUMO	0.173	eV
HOMO level	-0.3318	Eh
multiplicity	1
Kohn-Sham gap	9.202	eV

=====

The following is a quantum chemistry calculation of 7 unconnected molecules or ions with the total composition C6H25O7 at a distorted geometry, from OMol25.

The geometry in XYZ format:
```
38
Properties=species:S:1:pos:R:3:forces:R:3
O -1.897 -0.661 1.704 1.2 1.2 0.2
O 0.203 -2.816 0.054 0.0 0.6 -5.3
O -0.153 2.744 0.367 0.6 0.2 1.4
O -1.900 0.080 -2.033 -4.7 -0.5 -3.9
O 0.004 0.001 -0.101 0.8 -1.0 -2.7
O 2.239 0.768 -1.527 -1.8 -2.5 0.5
O 2.014 0.109 1.635 -0.9 1.3 -1.5
C 1.641 0.344 2.947 5.6 -2.5 1.0
C -2.714 0.527 1.772 3.1 0.4 0.6
C 2.840 -0.520 -1.794 -0.5 2.9 -5.9
C -0.982 3.110 -0.660 -3.2 2.9 3.6
C 0.284 -3.448 1.184 -0.4 -0.4 5.4
C -1.217 -0.074 -3.215 -3.4 -3.3 -1.2
H 0.010 1.793 0.416 -0.3 -0.3 -0.8
H 1.770 1.343 3.288 0.0 1.1 0.3
H -0.563 0.626 -3.386 4.5 3.8 -0.3
H -0.552 3.143 -1.547 2.4 0.1 -4.3
H 0.708 -0.025 3.076 -3.1 -1.1 1.1
H -2.300 1.515 2.226 0.0 -1.8 -0.3
H -1.196 -0.414 1.020 -0.7 -0.7 0.8
H 1.425 0.358 -0.983 2.5 2.9 -0.8
H -0.792 -1.078 -3.375 0.0 0.2 0.1
H 1.220 0.438 1.144 1.1 -0.9 -0.6
H -3.561 0.247 2.282 -2.2 -0.4 1.0
H -0.631 -4.205 1.357 1.8 1.7 0.2
H 3.856 -0.420 -2.072 1.3 0.1 0.5
H 1.224 -3.981 1.370 0.0 -0.6 -0.7
H -1.873 0.149 -4.083 -0.4 -0.6 0.5
H -1.365 4.207 -0.422 0.9 -1.8 -0.5
H 0.341 -0.340 -1.022 -1.8 0.4 2.6
H -1.914 2.591 -0.793 -0.4 -0.9 0.3
H 2.487 -0.365 3.463 -2.3 1.7 0.0
H -2.824 0.711 0.765 -1.4 1.1 -2.2
H 0.467 -2.575 1.935 -1.2 -1.9 0.1
H 2.589 -1.077 -1.048 -0.4 -3.9 4.8
H -1.340 0.166 -1.356 3.7 0.5 4.6
H 0.018 -1.878 0.118 -0.1 0.7 0.3
H 2.425 -1.106 -2.716 0.1 1.2 1.0
```
Forces are in eV/Å.

charge	-1
LUMO	3.480	eV
HOMO level	-0.2333	Eh
multiplicity	1
Kohn-Sham gap	9.828	eV

=====

The following is a quantum chemistry calculation of 7 unconnected molecules or ions with the total composition C6H26N2O6 at a distorted geometry, from OMol25.

The geometry in XYZ format:
```
40
Properties=species:S:1:pos:R:3:forces:R:3
O 2.945 -1.478 1.564 0.3 0.1 -0.6
O -0.417 2.892 -2.093 -0.6 0.9 -0.9
O 2.073 -0.001 3.541 0.2 0.1 1.6
O -4.435 -1.303 -0.861 -0.8 0.1 -0.5
O -0.531 4.375 0.826 0.0 0.0 0.0
O -3.034 1.279 -0.103 -0.5 0.5 -0.5
N -0.420 -3.516 1.228 -1.3 -0.8 0.8
N 0.737 0.616 0.602 2.2 -0.9 -1.9
C -1.351 -1.524 -0.709 -0.9 1.2 0.8
C 0.481 -2.820 0.476 -0.9 -0.2 -1.0
C 2.451 1.154 -1.137 -0.3 -3.0 1.4
C 1.153 0.381 -0.840 -3.5 3.2 -0.5
C 0.047 -1.976 -0.490 1.6 1.0 0.6
C 1.047 -1.075 -1.173 3.0 -2.3 -1.2
H -2.916 1.672 -0.980 0.5 -0.2 0.0
H -1.717 -1.542 -1.747 0.4 -0.2 0.2
H -1.408 -3.428 1.044 0.3 0.2 -0.1
H -3.722 1.868 0.235 0.0 -0.3 0.4
H 0.015 -0.064 0.757 -0.8 0.7 0.7
H -0.946 4.384 1.695 0.0 0.0 0.0
H -0.868 2.853 -2.951 0.1 -0.7 0.0
H 0.376 0.881 -1.530 0.8 -0.5 1.1
H 0.569 1.606 0.682 -0.9 -0.1 0.4
H -3.807 -0.570 -0.861 0.2 -0.3 0.5
H 2.819 -0.117 2.932 -1.0 0.1 -0.1
H 0.249 4.931 0.916 0.0 0.0 0.1
H 2.674 0.876 -2.150 0.9 0.0 -0.4
H 1.289 0.403 3.169 0.5 0.0 -0.8
H 2.370 -0.783 1.188 0.0 -0.2 0.1
H 1.030 -1.327 -2.260 -0.4 1.0 0.3
H 2.079 -1.436 -0.995 -0.3 -0.5 0.5
H -4.072 -2.068 -0.416 0.3 0.2 0.0
H 1.530 -3.096 0.623 -0.6 0.3 -0.3
H 3.116 0.716 -0.344 0.3 0.6 -1.2
H 2.315 -2.173 1.778 0.2 0.3 0.4
H -2.090 -2.069 -0.102 0.3 0.2 -0.2
H 2.410 2.213 -1.041 -0.4 0.7 0.2
H -1.407 -0.420 -0.381 -0.3 -1.6 -0.5
H -0.263 -4.173 1.966 0.8 0.0 -0.1
H -0.371 3.859 -2.057 0.3 -0.1 0.8
```
Forces are in eV/Å.

charge	0
LUMO	0.040	eV
HOMO level	-0.2824	Eh
multiplicity	1
Kohn-Sham gap	7.725	eV

=====

The following is a quantum chemistry calculation of 7 unconnected molecules or ions with the total composition C6H26O7 at a distorted geometry, from OMol25.

The geometry in XYZ format:
```
39
Properties=species:S:1:pos:R:3:forces:R:3
O 6.954 4.992 18.877 0.4 -2.3 -2.7
O 6.318 6.650 21.265 -0.6 2.9 0.3
O 7.779 4.154 12.288 0.2 -1.2 -0.3
O 7.412 7.235 18.581 0.2 2.5 -1.2
O 8.830 1.421 18.837 -0.8 -0.1 0.2
O 6.768 4.443 21.063 -0.3 -3.0 3.2
O 11.482 5.964 18.603 0.2 -0.4 -0.4
C 7.905 4.451 17.931 0.3 0.7 0.4
C 10.595 4.871 18.716 0.6 -0.4 1.8
C 6.999 4.874 13.186 -0.5 1.5 1.3
C 7.786 1.566 19.823 0.7 -0.4 0.1
C 6.046 7.430 18.210 -1.9 0.6 1.1
C 7.091 4.527 14.690 1.2 -0.3 -0.6
H 5.975 5.765 21.139 0.2 -0.4 0.2
H 5.533 6.571 18.644 -0.3 0.1 -0.4
H 6.244 3.647 20.971 -0.1 -0.3 0.1
H 8.640 4.570 12.201 -0.1 0.0 0.1
H 7.019 5.931 18.686 0.7 -1.0 0.7
H 9.750 5.170 19.335 0.2 0.4 0.2
H 7.654 4.771 16.920 -0.2 -0.7 0.3
H 6.858 1.079 19.523 -0.2 0.2 -0.3
H 7.890 8.065 18.640 0.1 0.1 -0.1
H 8.002 4.957 15.108 0.2 0.0 -0.2
H 6.681 6.890 20.412 0.2 0.1 0.2
H 10.171 4.412 17.823 1.5 0.4 -0.5
H 5.938 4.834 12.939 0.1 -0.2 -0.6
H 7.338 5.906 13.088 -0.5 0.4 0.1
H 7.615 2.622 20.032 0.3 -0.5 0.0
H 8.089 3.393 18.116 -0.8 -0.1 -0.6
H 8.857 0.464 18.758 0.5 -0.1 -0.5
H 6.285 4.907 15.317 -0.3 -0.1 -0.4
H 8.154 1.013 20.688 -0.3 0.5 0.6
H 5.597 8.251 18.768 0.3 0.3 -0.2
H 11.032 4.066 19.305 0.3 -0.2 -0.1
H 7.206 3.451 14.820 -0.3 -0.1 0.1
H 5.727 7.498 17.170 1.0 0.0 -0.3
H 7.205 4.541 20.217 0.1 0.5 -0.8
H 8.895 4.851 18.151 -2.3 0.3 -0.6
H 12.313 5.623 18.941 0.2 0.4 -0.2
```
Forces are in eV/Å.

charge	0
LUMO	0.373	eV
HOMO level	-0.3496	Eh
multiplicity	1
Kohn-Sham gap	9.886	eV

=====

The following is a quantum chemistry calculation of a molecular structure, C6H27B2N5O3V at a distorted geometry, from OMol25.

The geometry in XYZ format:
```
44
Properties=species:S:1:pos:R:3:forces:R:3
V -0.457 -0.324 0.703 -0.4 1.0 -0.2
O 0.961 -1.947 0.808 1.4 -0.7 0.2
O -1.363 1.515 -0.299 0.6 0.8 -0.3
O 0.246 -0.601 -1.745 0.3 -0.2 -0.5
N -2.271 3.081 1.057 0.9 0.3 -0.1
N -0.105 0.520 -3.680 0.4 -0.1 -0.4
N -2.626 3.185 -1.185 0.3 1.0 -0.2
N -1.267 -1.392 -3.260 1.7 -0.5 0.8
N 1.405 0.940 0.803 1.5 -0.6 0.2
C 2.207 -1.299 1.183 -0.8 0.4 0.1
C -1.942 2.597 -0.156 -1.7 -2.3 0.0
C 3.816 0.405 0.419 1.3 0.0 0.0
C -0.284 -0.529 -2.859 -1.7 0.4 1.3
C 1.213 -2.960 -0.140 0.4 -1.3 -0.6
C 2.385 -0.082 0.272 1.0 1.0 1.1
B -0.618 0.066 3.271 0.2 -0.2 0.6
B -2.480 -1.298 0.296 -1.3 -0.9 -0.6
H -1.386 -2.127 -2.579 -0.7 0.0 -0.3
H -1.037 -0.814 2.698 -1.0 -2.5 -0.6
H 1.817 -2.624 -0.988 -0.6 0.5 -0.3
H 2.019 -1.049 2.230 0.2 0.5 0.0
H 4.118 0.600 1.453 -0.3 -0.2 0.2
H 4.138 1.311 -0.102 -0.7 0.1 -0.3
H -0.599 0.803 2.414 0.6 2.5 -1.6
H -2.031 -0.952 -0.675 1.0 0.7 -2.3
H -2.702 2.800 -2.107 0.4 -0.3 0.1
H -1.806 -2.055 0.794 1.8 -1.7 1.0
H 0.308 1.353 -3.300 0.0 0.0 -0.3
H -1.381 0.475 4.028 -1.1 0.4 1.0
H 3.114 -1.905 1.182 -0.4 -0.6 -0.4
H 2.212 -0.354 -0.764 -0.4 0.1 0.0
H -2.527 -0.413 0.986 -0.8 2.0 1.5
H -2.906 4.142 -1.078 -0.2 0.0 -0.1
H -2.818 3.915 1.088 -0.2 0.0 0.6
H 1.695 1.887 0.560 -0.5 -0.1 -1.1
H 0.298 -3.472 -0.428 -0.3 0.6 -0.2
H -1.939 2.563 1.859 -0.1 0.3 0.1
H -3.459 -1.850 0.061 -1.4 -0.5 -0.1
H -0.544 0.437 -4.575 0.2 0.7 -0.2
H 4.522 -0.341 0.038 -0.1 -0.2 0.1
H 0.401 -0.218 3.734 1.6 0.0 0.5
H -1.894 -1.204 -4.012 -0.2 -0.1 0.0
H 1.732 1.005 1.772 -0.9 -0.4 0.4
H 1.840 -3.788 0.220 -0.1 0.3 0.9
```
Forces are in eV/Å.

charge	0
LUMO (spin up / spin down)	0.114 / 0.109	eV
HOMO level (spin up / spin down)	-0.2422 / -0.3132	Eh
multiplicity	4
Kohn-Sham gap (spin up / spin down)	6.705 / 8.631	eV

=====

The following electronic energy values (in eV) correspond, in order, to the records above: -25025.8240; -22448.7298; -20955.4211; -21907.2683; -20970.2728; -47291.6561.
The following ΔE to the lowest compared entry with this formula, charge and spin values (in eV) correspond, in order, to the records above: 0.160; 3.274; 6.724; 2.367; 7.044; 0.000.